C33H42AsN3O2RuSSi2 | the ωB97M-V functional and the def2-TZVPD basis

Last column: Löwdin spin population.
Positions of all 85 atoms, in Å:
Ru1 -0.874 -0.174 0.432  0.932
C1 -0.995 -3.026 2.671  0.001
Si1 -0.216 -1.315 2.444  -0.008
C2 1.640 -1.663 2.572  -0.003
C3 -0.638 -0.326 3.993  -0.004
C4 -0.446 -0.782 5.300  -0.001
C5 -0.767 0.020 6.383  0.000
C6 -1.284 1.296 6.176  0.000
C7 -1.476 1.762 4.886  -0.001
C8 -1.155 0.958 3.789  -0.004
Si2 -1.297 1.486 2.000  -0.019
C9 -2.929 2.410 1.788  -0.004
C10 0.086 2.698 1.598  0.002
H1 -0.665 -3.438 3.628  0.000
H2 -0.677 -3.726 1.892  0.000
H3 -2.085 -2.984 2.683  0.001
H4 1.844 -2.058 3.572  -0.001
H5 2.225 -0.747 2.449  0.000
H6 1.987 -2.402 1.848  0.000
H7 -0.045 -1.775 5.480  0.000
H8 -0.619 -0.344 7.392  0.000
H9 -1.535 1.920 7.024  0.000
H10 -1.879 2.759 4.739  0.000
H11 -3.024 3.149 2.589  -0.001
H12 -3.797 1.752 1.853  0.000
H13 -2.974 2.955 0.842  0.000
H14 0.053 3.547 2.289  0.000
H15 0.028 3.084 0.578  0.000
H16 1.046 2.197 1.716  0.000
C11 3.950 0.494 -3.932  0.000
O1 3.855 0.530 -2.509  0.000
C12 3.416 1.670 -1.936  0.000
C13 2.923 2.763 -2.639  0.000
C14 2.551 3.917 -1.964  0.000
C15 2.679 4.008 -0.587  0.000
C16 3.172 2.925 0.118  0.000
C17 3.515 1.758 -0.540  0.000
N1 4.141 0.713 0.202  0.003
C18 4.037 -0.587 0.090  0.003
C19 3.046 -1.366 -0.539  0.001
C20 3.453 -2.650 -0.976  0.000
C21 2.595 -3.504 -1.610  0.002
C22 1.261 -3.099 -1.792  0.000
C23 0.814 -1.894 -1.318  0.002
C24 1.670 -0.987 -0.630  0.002
O2 1.195 0.058 -0.050  0.016
H17 4.382 -0.473 -4.172  0.000
H18 4.601 1.290 -4.297  0.000
H19 2.968 0.583 -4.397  0.000
H20 2.852 2.725 -3.716  0.000
H21 2.178 4.760 -2.531  0.000
H22 2.401 4.912 -0.065  0.000
H23 3.285 2.975 1.194  0.000
H24 4.888 1.036 0.804  0.000
H25 4.857 -1.125 0.558  0.000
H26 4.486 -2.940 -0.822  0.000
H27 2.930 -4.468 -1.962  0.000
H28 0.573 -3.761 -2.305  0.000
H29 -0.225 -1.596 -1.457  0.000
C25 -3.212 -1.840 -2.492  0.001
As1 -3.479 -2.332 -0.648  0.008
C26 -5.329 -2.808 -0.468  -0.002
C27 -2.461 -3.937 -0.367  0.003
S1 -3.045 -0.829 0.826  0.058
H30 -3.269 -2.738 -3.107  0.000
H31 -2.238 -1.372 -2.611  0.000
H32 -3.991 -1.141 -2.787  0.000
H33 -5.577 -3.609 -1.162  0.000
H34 -5.939 -1.931 -0.674  0.000
H35 -5.502 -3.134 0.556  0.000
H36 -2.697 -4.663 -1.143  0.000
H37 -2.715 -4.333 0.614  0.000
H38 -1.401 -3.689 -0.382  0.000
N2 1.096 2.034 -5.512  0.000
C28 0.299 1.968 -4.689  0.000
C29 -0.702 1.873 -3.662  0.000
C30 -1.947 2.472 -3.822  0.002
C31 -2.872 2.337 -2.803  0.000
C32 -2.530 1.596 -1.685  0.002
N3 -1.335 1.012 -1.534  0.006
C33 -0.428 1.167 -2.495  0.002
H39 -2.172 3.031 -4.720  0.000
H40 -3.847 2.798 -2.868  0.000
H41 -3.228 1.453 -0.869  0.001
H42 0.544 0.720 -2.324  0.000

Computed properties:
Frontier orbital gap (spin up / spin down): 7.125 / 6.969 eV
Total energy: -133475.0011 eV
Maximum force: 0.38 eV/A
HOMO (spin up / spin down): -10.398 / -10.269 eV
Charge: +1
ΔE to the lowest compared entry with this formula, charge and spin: 0.0000 eV
Multiplicity: 2